Formula: C33H36N3O2S
Source: the Open Molecules 2025 dataset
Level of theory: ωB97M-V with the def2-TZVPD basis set

Geometry as XYZ:
```
75
Properties=species:S:1:pos:R:3:forces:R:3
S 5.5238 3.6529 0.7140 -0.7 1.3 -0.1
O -5.3852 -1.6771 3.9206 1.3 -0.7 -2.6
O 2.6341 -5.9818 -1.0206 -2.1 1.7 1.4
N 3.9727 2.7731 -1.3222 1.1 0.3 0.9
N 8.0507 1.7396 2.3541 -1.3 0.1 -0.9
N 1.7314 3.3864 -0.8053 2.1 0.5 -0.3
C -2.1671 -3.1561 -0.4553 0.4 -0.3 0.7
C -2.0499 3.1672 -0.8676 -0.8 -0.3 0.1
C -2.3894 2.0576 -0.0853 0.1 0.2 -0.2
C -2.8597 -3.5186 1.9158 -0.1 0.1 -0.2
C -2.9965 -2.8817 0.6601 0.2 -0.3 -0.1
C 0.4087 2.9703 -0.5495 -0.3 0.6 -0.4
C 2.3059 3.1110 1.5956 0.2 0.1 0.2
C -4.7195 2.4722 -0.4226 -0.3 0.0 -0.1
C -4.9724 -2.0852 5.2030 0.1 -0.2 0.8
C -4.0609 -1.9604 0.5245 0.1 -0.1 0.1
C 5.9564 1.9461 0.8888 -1.5 -0.9 -1.3
C 2.6285 2.6656 -1.7833 -2.0 -0.3 -0.6
C 7.1043 1.8259 1.6887 2.9 -0.4 2.0
C 1.4395 -5.4891 -3.0524 -0.1 0.1 -0.6
C 2.2435 1.1850 -1.8509 0.2 -0.1 -0.1
C 2.6391 -6.2244 -2.4334 0.3 -0.4 -1.0
C 0.7514 -4.9056 -1.8657 0.3 -0.2 0.3
C 2.4961 3.3237 -3.1568 0.3 -0.1 0.0
C -0.6759 3.5493 -1.1093 1.7 -0.4 0.5
C -3.6379 -3.1682 2.9860 -0.2 0.0 0.6
C 1.0813 -4.7636 0.5308 0.8 -0.5 0.2
C -4.8291 -1.6067 1.5974 -0.4 0.2 0.3
C 2.6576 3.8161 0.2867 -1.1 0.2 0.6
C -3.0939 3.9172 -1.4219 0.5 -0.2 0.1
C -4.6120 -2.1614 2.8705 -0.8 0.7 0.8
C 4.0264 3.3745 -0.2022 -1.1 -0.4 -1.2
C 2.6112 5.3328 0.4458 0.2 0.0 0.1
C 1.5133 -5.2194 -0.7196 0.5 -0.7 -1.1
C -0.4217 -4.2113 -1.7721 0.4 -0.2 0.1
C -0.9128 -3.8143 -0.5038 -0.3 0.3 0.2
C -0.0976 -4.0725 0.6328 0.0 0.0 -0.3
C -3.7057 1.7178 0.1321 0.0 -0.1 0.1
C -4.4089 3.5718 -1.1991 -0.3 0.0 0.0
H -2.8611 4.7799 -2.0235 0.1 0.2 -0.1
H 3.1499 2.8307 -3.8756 0.0 0.0 -0.1
H 0.2689 2.1571 0.1402 -0.1 -0.4 0.4
H -2.1729 -4.3390 2.0093 0.0 -0.2 0.2
H -4.2502 -1.5186 -0.4394 0.0 0.2 -0.2
H 0.7693 -6.1637 -3.5980 0.2 0.1 0.1
H -5.5718 -1.5433 5.9353 0.0 0.0 -0.2
H -5.6226 -0.8872 1.4909 -0.1 0.2 0.0
H 1.3226 3.4222 1.9474 0.0 0.1 0.0
H -0.5006 4.3792 -1.7679 0.0 0.3 -0.3
H 3.0383 3.3458 2.3673 0.0 0.0 0.1
H 2.8554 5.8214 -0.4969 0.0 0.0 0.0
H -3.5291 -3.6857 3.9230 0.1 -0.1 0.1
H 3.5983 -5.8765 -2.8377 -0.3 -0.1 0.2
H -5.1456 -3.1549 5.3277 0.1 0.0 0.2
H 1.6190 5.6595 0.7559 0.0 0.0 0.0
H 2.5823 -7.3098 -2.5882 0.0 0.3 0.1
H 2.7820 4.3731 -3.0972 0.0 0.0 0.1
H -3.9198 -1.8393 5.3574 0.0 -0.1 0.1
H 2.2881 2.0303 1.4559 0.0 -0.1 0.0
H 2.9160 0.6503 -2.5214 0.0 0.0 0.0
H -1.6107 1.4577 0.3494 0.2 -0.2 0.1
H -0.3749 -3.6570 1.5857 0.1 0.0 0.1
H -3.9485 0.8576 0.7340 0.0 -0.1 0.2
H -5.7500 2.2021 -0.2528 -0.1 0.0 0.0
H 2.3151 0.7369 -0.8607 0.0 -0.1 0.1
H -5.2030 4.1603 -1.6298 -0.1 0.1 -0.1
H 3.3364 5.6559 1.1928 0.0 0.1 0.1
H 6.1157 1.5281 -0.1081 0.1 -0.1 0.1
H -2.5486 -2.8176 -1.4042 -0.1 0.1 -0.3
H 1.4706 3.2612 -3.5167 -0.1 0.0 0.1
H 1.7502 -4.6999 -3.7482 0.0 -0.2 0.1
H -0.9811 -3.9908 -2.6631 -0.2 0.1 -0.2
H 5.1105 1.4133 1.3306 0.2 -0.1 0.1
H 1.2234 1.0644 -2.2104 -0.1 0.1 0.0
H 1.6989 -4.9621 1.3888 0.0 0.1 0.3
```
Positions in Å, forces in eV/Å.

Calculated values
Spin multiplicity: 1
Net charge: +1
HOMO: -10.05 eV
LUMO energy: -5.42 eV
Relative energy (zero: lowest compared OMol25 entry of this formula, charge and spin): 1.027 eV


Formula: C25H19CoN4O6S2
Source: the Open Molecules 2025 dataset
Level of theory: ωB97M-V with the def2-TZVPD basis set

Geometry as XYZ:
```
57
Properties=species:S:1:pos:R:3:forces:R:3
Co -2.5655 0.1488 1.1034 -0.1 0.4 0.2
S 4.8493 -0.9888 -4.6576 0.1 -0.1 0.1
S -4.7282 0.0403 0.4804 0.1 0.1 0.2
O -0.5503 0.4937 1.7319 -0.1 0.1 -0.1
O -1.5461 1.5620 -2.8652 0.0 0.0 0.0
O -2.3921 -1.9420 2.0780 0.0 -0.1 0.0
O -1.9452 1.6851 -0.6496 0.1 0.1 0.0
O -2.2474 -4.0582 1.4628 0.0 0.0 0.1
O 7.1920 -0.6339 -3.4347 0.0 0.0 -0.2
N -3.1547 1.2670 2.5448 -0.1 0.0 0.0
N -6.6026 1.4784 1.7580 0.0 -0.1 0.1
N -1.9559 -0.9750 -0.3519 -0.2 -0.5 -0.3
N -4.4916 1.6520 2.6409 0.1 -0.1 -0.1
C -1.9774 -3.1691 -1.3058 0.1 -0.3 0.0
C 2.5986 0.0467 -3.4667 0.0 0.0 0.0
C 1.1648 0.0698 -0.0334 -0.1 0.0 -0.1
C 3.7617 -0.6931 -3.2770 -0.1 0.1 -0.1
C 1.1952 0.6139 3.4042 0.1 0.0 0.1
C 4.0584 -1.2009 -2.0166 0.0 0.0 0.0
C -5.2440 1.1472 1.7347 -0.1 0.0 -0.1
C 3.2095 -0.9500 -0.9534 0.0 0.0 0.0
C -2.4841 1.5153 3.6702 0.0 0.0 -0.1
C -2.0510 -2.3192 -0.2376 0.0 0.4 0.0
C 0.3383 0.2907 0.8082 0.2 -0.1 0.2
C -0.1143 0.8137 3.0667 -0.2 -0.1 -0.2
C 2.0461 -0.1966 -1.1291 0.0 0.0 0.0
C 6.1698 1.4353 -4.0551 -0.1 0.0 0.0
C -0.6126 1.6077 5.2423 -0.1 0.0 -0.1
C 6.2819 -0.0605 -3.9553 -0.1 0.0 0.1
C -1.7957 -0.4497 -1.6253 0.0 0.6 0.3
C 1.7439 0.2868 -2.4049 0.0 0.0 0.0
C -1.7096 -1.2742 -2.7472 0.1 -0.4 -0.2
C -1.7921 -2.6395 -2.6162 0.0 0.3 0.1
C -1.1237 1.3077 3.9351 0.3 0.0 0.2
C -2.2525 -2.7416 1.1859 0.1 0.0 0.0
C 1.6390 0.9215 4.6924 -0.1 0.0 -0.1
C 0.6968 1.4273 5.6010 0.1 0.0 0.0
C -1.7794 0.9873 -1.6442 0.0 -0.4 0.0
H -6.7772 2.3451 2.2441 0.0 0.0 0.0
H 7.0889 1.9035 -3.7113 0.0 0.0 0.0
H -2.0869 -4.5546 0.6528 0.0 0.0 0.0
H -1.5854 -0.8195 -3.7211 0.0 0.0 0.0
H 3.4345 -1.3462 0.0280 0.0 0.0 0.0
H -1.3197 1.9945 5.9676 0.0 0.0 0.0
H 5.9349 1.7243 -5.0782 0.0 0.0 0.0
H -2.0682 -4.2425 -1.1829 0.0 0.0 0.0
H -1.6292 2.5114 -2.7012 0.0 0.0 0.0
H 2.3653 0.4343 -4.4499 0.0 0.0 0.0
H 5.3310 1.7525 -3.4308 0.0 0.0 0.0
H 2.6734 0.7741 4.9670 0.0 0.0 0.0
H -1.7378 -3.2901 -3.4761 0.0 0.0 0.0
H 1.0054 1.6819 6.6086 0.0 0.0 0.0
H 4.9525 -1.7940 -1.8742 0.0 0.0 0.0
H 1.8804 0.2247 2.6627 0.0 0.0 0.0
H -7.0451 1.4168 0.8557 0.0 0.1 0.0
H -3.0771 1.9302 4.4797 0.0 0.0 0.0
H 0.8308 0.8473 -2.5542 0.0 0.0 0.0
```
Positions in Å, forces in eV/Å.

Calculated values
Spin multiplicity: 4
Net charge: -1
HOMO (spin up / spin down): -1.95 / -4.12 eV
LUMO energy (spin up / spin down): 2.15 / 2.14 eV
⟨S²⟩: 3.86


Formula: C5H12
Source: the Open Molecules 2025 dataset
Level of theory: ωB97M-V with the def2-TZVPD basis set

Geometry as XYZ:
```
17
Properties=species:S:1:pos:R:3:forces:R:3
C 0.4480 0.0613 1.1544 -0.6 0.0 1.0
C -0.3590 -1.0543 0.5033 1.5 0.8 -2.6
C 0.6866 1.2141 0.2232 -0.2 -2.5 -3.2
C 1.1069 0.3833 -1.3978 0.9 3.8 1.1
C -1.7867 -0.6810 0.1528 -0.2 0.1 0.0
H 2.1485 0.0899 -1.2605 -0.2 -0.4 -0.1
H 1.4061 -0.3465 1.4931 -0.1 0.1 0.1
H -0.2190 1.7836 0.0140 0.2 0.1 0.1
H -2.3291 -1.5546 -0.2189 0.0 0.1 0.0
H 0.5780 -0.2657 -2.1008 -0.5 -0.3 1.0
H -1.8136 0.0783 -0.6349 0.0 0.0 0.1
H -0.1146 0.4187 2.0311 0.3 0.0 0.1
H -0.3321 -1.9592 1.1172 0.3 -0.1 -0.5
H -2.3311 -0.2765 1.0133 0.0 -0.1 0.0
H 0.2413 -1.0111 -0.5813 -1.8 -1.9 3.2
H 1.5319 1.8388 0.5101 -0.1 0.0 -0.4
H 1.1379 1.2807 -2.0183 0.4 0.3 0.0
```
Positions in Å, forces in eV/Å.

Calculated values
Spin multiplicity: 1
HOMO: -10.07 eV
LUMO energy: 1.20 eV
Structure (SMILES): CCCCC
Relative energy (zero: lowest compared OMol25 entry of this formula, charge and spin): 2.477 eV


Formula: C29H43BrF5O14S2
Source: the Open Molecules 2025 dataset
Level of theory: ωB97M-V with the def2-TZVPD basis set

Geometry as XYZ:
```
94
Properties=species:S:1:pos:R:3:forces:R:3
Br -3.3849 -2.9803 -0.5681 0.0 -0.1 -0.1
S -3.3360 -0.5633 3.7477 -0.1 0.2 0.4
S -3.5223 -2.0965 2.1792 0.5 -0.5 -0.1
F -1.7678 0.6783 6.0345 0.0 -0.1 0.0
F -1.0362 -1.8237 3.7055 0.1 -0.6 -0.1
F -0.9255 0.3085 3.3723 0.2 0.5 -0.3
F 0.1663 -0.2585 5.6462 -0.4 0.0 0.4
F -1.5295 -1.4691 6.3102 0.2 0.2 0.0
O -1.8702 -7.3025 7.1732 0.0 0.0 0.0
O -2.6393 1.2877 -7.0958 0.0 0.0 0.0
O 2.8919 0.6953 2.1821 0.0 0.0 0.0
O 1.2325 0.2816 -1.8086 0.0 0.0 0.0
O -4.0015 -1.2202 4.8143 -0.2 -0.2 0.1
O 8.8219 1.6881 -4.1935 0.0 0.0 0.0
O -3.6977 1.0961 -2.7789 0.0 0.0 0.0
O 4.6818 1.6891 1.3119 0.4 0.3 0.3
O -0.7677 -7.3795 5.2278 0.0 0.0 0.0
O 1.5070 1.9325 -3.2867 0.0 0.0 0.0
O 7.0726 0.7542 -3.1639 -0.1 -0.1 0.0
O -4.5011 0.8869 -0.7304 -0.4 -0.2 0.0
O -4.4834 2.5386 -7.0192 0.0 -0.1 0.0
O -3.6625 0.7214 3.2623 0.0 0.1 -0.3
C 2.1019 0.7851 3.3719 0.0 0.1 0.2
C -1.4894 1.1378 -7.9533 0.1 0.0 -0.1
C 7.4412 1.4375 -0.9428 0.1 0.0 0.1
C 8.3059 2.2823 -1.8743 -0.1 -0.2 0.1
C -3.4976 2.1990 -7.6102 0.0 0.1 0.0
C -5.9618 1.6281 -2.5612 0.1 -0.1 -0.2
C -1.3315 -6.7435 6.0651 -0.1 0.0 -0.1
C -2.9874 2.6759 -8.9535 0.0 -0.2 -0.1
C 6.3978 0.8850 -1.9046 0.2 0.1 0.0
C 3.0430 1.3414 4.4381 0.1 0.0 -0.1
C -2.5708 -6.3199 7.9539 0.0 0.0 -0.1
C -1.9574 1.6108 -9.3252 -0.1 0.0 0.0
C -1.5518 -0.9664 0.5177 0.0 0.2 -0.6
C 1.9158 -0.2125 -0.6450 0.1 0.0 0.0
C -3.0065 -1.4504 0.5424 -0.1 0.2 0.0
C -1.5853 -5.2442 6.0874 0.0 0.1 0.2
C 3.3706 0.2115 -0.8109 -0.1 -0.2 -0.1
C 3.9510 1.5458 2.2449 -0.1 0.2 0.2
C -1.9621 -4.9838 7.5404 0.0 0.1 0.1
C 3.2218 1.5194 -1.5846 -0.3 -0.3 0.0
C -5.6538 1.4195 -4.0463 0.0 0.0 0.1
C -1.5009 0.5618 0.3160 0.2 0.0 0.0
C -4.6896 1.1606 -1.8976 0.2 0.1 0.1
C -1.4823 -0.6392 4.0863 -0.6 0.1 0.5
C 1.9319 1.3208 -2.3554 -0.1 0.0 0.1
C -4.1400 1.5789 -4.0794 -0.1 0.0 -0.2
C 3.9700 2.2235 3.6009 0.0 -0.2 0.1
C 8.1538 1.5773 -3.2116 0.0 0.1 -0.1
C -1.1636 -0.4153 5.5990 0.3 -0.1 -0.3
H 6.0149 -0.0926 -1.6201 0.1 0.0 -0.1
H -4.8620 -1.9763 2.1002 -0.1 0.2 0.0
H 6.9971 1.9833 -0.1137 0.0 0.0 0.0
H -3.7149 -0.6712 0.2516 0.1 0.0 0.0
H 1.4506 0.2358 0.2389 0.1 0.0 0.0
H -3.6468 0.9984 -4.8499 0.1 0.0 0.1
H 3.5780 3.2344 3.4755 0.0 0.0 0.0
H 5.5563 1.5712 -2.0322 0.7 -0.1 0.1
H 8.0347 0.6191 -0.5323 0.0 0.0 0.0
H -1.0505 1.0902 1.1555 -0.2 0.0 0.0
H -1.1423 1.9728 -9.9470 0.0 0.0 0.0
H 9.3537 2.3283 -1.5913 0.0 0.1 -0.1
H 3.8965 -0.5221 -1.4236 -0.1 0.0 -0.1
H 2.5209 1.8666 5.2347 0.0 0.0 0.0
H 1.7278 -0.2095 3.6039 0.0 0.0 -0.1
H -6.1016 2.6815 -2.3095 0.0 0.0 0.0
H 4.0374 1.7249 -2.2725 -0.6 0.1 0.0
H 3.6142 0.5272 4.8852 0.0 0.0 0.0
H 1.7912 -1.2935 -0.6006 -0.1 0.0 -0.1
H 7.9240 3.2986 -1.9881 0.0 0.0 0.0
H -0.6845 1.7552 -7.5508 0.0 0.0 0.0
H -2.6396 -4.1444 7.6878 0.0 0.0 0.0
H -3.6334 -6.3850 7.7098 0.0 0.0 0.0
H 3.8985 0.3060 0.1346 -0.2 -0.1 -0.5
H -1.1018 -1.4380 -0.3583 0.0 -0.1 0.1
H -1.1826 0.0956 -7.9270 0.0 0.0 0.0
H -3.8107 2.7656 -9.6566 0.0 0.1 0.0
H -2.5047 0.9311 0.1257 0.1 0.3 0.1
H -0.9624 -1.3085 1.3664 -0.1 -0.1 0.1
H -6.8144 1.0636 -2.1928 0.0 0.1 0.1
H -2.4370 -6.5579 9.0054 0.0 0.0 0.0
H 3.0905 2.3789 -0.9241 0.1 0.0 0.0
H -0.6957 -4.7082 5.7655 0.0 0.0 -0.1
H -2.4481 0.7913 -9.8515 0.0 0.0 0.0
H 1.2590 1.4529 3.1746 0.1 0.0 0.0
H -0.9042 0.7923 -0.5671 0.0 0.0 0.0
H -6.1561 2.1124 -4.7148 0.0 0.0 0.0
H -5.9261 0.4053 -4.3411 0.0 0.0 0.0
H -3.8310 2.6194 -4.1724 0.0 0.0 0.0
H -2.5353 3.6590 -8.8101 0.0 0.0 0.0
H -2.4078 -5.0319 5.4006 0.0 0.0 0.0
H -1.0606 -4.7968 8.1254 0.0 0.0 0.0
H 4.9877 2.2838 3.9757 0.0 0.1 0.0
```
Positions in Å, forces in eV/Å.

Calculated values
Spin multiplicity: 1
Net charge: +1
HOMO: -11.33 eV
LUMO energy: -4.86 eV


Formula: C25H18EuN5O7
Source: the Open Molecules 2025 dataset
Level of theory: ωB97M-V with the def2-TZVPD basis set

Geometry as XYZ:
```
56
Properties=species:S:1:pos:R:3:forces:R:3
Eu 0.7532 -1.2140 0.6656 -0.2 -3.1 1.4
O -1.9345 -4.1638 2.8182 -0.8 -1.9 1.7
O 0.1606 -2.5692 -0.8858 -0.3 -0.8 -1.4
O -0.2330 -3.0050 1.9610 5.4 1.6 -0.3
O -1.4171 -3.8396 -1.8778 0.2 0.0 -0.3
O -0.0870 0.2747 1.8883 -2.3 3.1 0.4
O -1.9237 -1.4187 0.5204 0.3 0.6 -1.1
O 2.6791 -1.1909 -0.8850 -0.1 0.7 -0.9
N 4.2045 0.3034 5.8456 0.0 0.0 -0.1
N 6.8876 -0.8564 2.4317 0.0 0.0 0.0
N 2.5761 -1.4176 2.0534 0.9 0.0 0.5
N -0.3036 1.5057 -0.8191 -0.7 0.8 -0.1
N 0.6742 0.5769 -0.7798 0.3 0.6 -1.2
C -2.4790 -2.3175 1.4349 0.6 -1.4 1.2
C -3.2628 4.2848 -1.4603 -0.3 0.2 0.1
C 2.4161 -0.4900 -2.0543 0.3 -0.6 0.6
C -2.2467 3.3981 -1.2094 0.2 -0.3 0.2
C 3.6035 -2.2676 -0.9535 0.2 -0.2 -0.1
C 2.8106 0.0689 -4.3620 0.0 -0.1 0.2
C 3.4486 -1.0104 2.7005 0.5 -0.1 0.3
C -4.2865 4.4858 -0.5142 0.3 0.0 -0.4
C -4.2523 3.7955 0.6680 0.2 -0.3 0.3
C -1.0414 -2.8533 -1.2691 -0.3 -0.2 0.2
C -2.1066 1.3454 2.4479 -0.7 0.3 0.6
C 4.5367 -0.5917 3.4539 0.1 0.1 0.0
C 3.1123 -0.6853 -3.2280 0.3 -0.1 0.0
C 5.8381 -0.7311 2.8973 -0.3 0.0 0.1
C -1.1168 1.7140 0.2474 0.8 0.0 -1.7
C -3.1539 2.1844 2.1875 0.5 -0.5 0.5
C -3.2098 2.8849 0.9540 0.0 0.3 -0.6
C 1.3706 0.4558 -1.9764 -0.5 0.4 0.8
C -1.0623 1.1015 1.5303 1.5 -1.5 1.5
C 1.0971 1.2117 -3.1197 0.0 0.2 -0.5
C 1.8072 1.0187 -4.2975 -0.3 0.2 0.1
C -2.1887 2.6675 -0.0007 -0.3 0.3 -0.2
C 4.3543 -0.0925 4.7715 0.0 -0.1 -0.2
C -2.0720 -1.7916 -0.8617 0.0 -0.1 0.3
C -1.4237 -3.1838 2.0803 -4.2 0.9 -2.2
H -1.4619 3.2444 -1.9362 0.0 0.0 0.0
H -1.8967 -0.8760 -1.4268 0.0 0.1 -0.1
H 3.3343 -2.9464 -1.7624 0.0 0.0 0.0
H 1.5694 1.6138 -5.1721 0.0 0.0 0.1
H -5.0908 5.1835 -0.7189 0.1 0.0 0.0
H -3.0772 -2.1625 -1.0558 -0.1 0.0 0.1
H -3.9345 2.3451 2.9235 0.1 0.0 0.0
H -2.9573 -1.7440 2.2332 -0.5 0.7 0.2
H 4.6162 -1.8878 -1.0912 0.0 0.0 0.0
H -2.0262 0.8368 3.4045 0.0 0.0 -0.2
H 3.3667 -0.0946 -5.2763 0.0 0.0 0.0
H -1.1959 -4.6568 3.2126 -0.2 0.3 -0.2
H 0.3036 1.9403 -3.0551 0.0 0.0 0.0
H 3.9127 -1.4126 -3.2739 -0.1 0.0 0.0
H -3.2738 4.8389 -2.3922 0.0 0.0 0.0
H -3.2320 -2.9622 0.9762 -0.3 0.1 -0.1
H 3.5442 -2.7901 -0.0040 0.0 0.0 0.0
H -5.0300 3.9424 1.4113 0.1 0.0 0.0
```
Positions in Å, forces in eV/Å.

Calculated values
Spin multiplicity: 8
Net charge: -1
HOMO (spin up / spin down): -0.54 / -5.68 eV
LUMO energy (spin up / spin down): 2.30 / -0.96 eV
Relative energy (zero: lowest compared OMol25 entry of this formula, charge and spin): 5.519 eV
⟨S²⟩: 15.81


Formula: C4H12NO2S
Source: the Open Molecules 2025 dataset
Level of theory: ωB97M-V with the def2-TZVPD basis set

Geometry as XYZ:
```
20
Properties=species:S:1:pos:R:3:forces:R:3
S -0.7333 -1.4114 -3.2092 -0.2 0.1 0.6
O 0.1958 -0.3310 1.9145 0.2 -1.2 -0.6
O 1.9065 1.3209 2.3087 0.0 -0.7 0.2
N -1.4018 0.5090 0.2421 1.2 1.0 -0.9
C -1.0780 -0.1055 1.5309 -0.2 0.1 2.1
C 1.0257 0.5075 -0.7692 -0.1 0.0 -0.1
C -0.4779 0.2177 -0.8674 -1.0 -0.8 -1.3
C -0.7227 -1.2293 -1.3433 1.2 -0.1 -0.6
H 1.3817 0.0997 0.1751 0.2 0.2 -0.2
H 1.2552 1.5702 -0.8830 -0.2 0.0 0.5
H -1.6725 -1.6148 -0.9904 0.1 -0.2 0.1
H 0.1561 -1.8351 -1.0967 -0.7 -0.3 0.5
H 1.2172 0.4566 2.2855 -0.1 1.5 -0.6
H -1.6344 -1.0692 1.5745 -0.1 0.2 -0.2
H -1.5532 0.5800 2.2961 -0.3 -0.3 -0.6
H 2.2082 1.3733 3.2146 0.2 0.1 0.3
H -1.3390 1.5246 0.3019 -0.1 -0.2 0.5
H 0.5966 -1.3785 -3.3314 0.1 0.0 -0.1
H -0.8847 0.7530 -1.7294 0.0 0.6 0.2
H 1.5546 0.0624 -1.6240 -0.2 -0.3 0.1
```
Positions in Å, forces in eV/Å.

Calculated values
Spin multiplicity: 1
Net charge: -1
HOMO: -3.63 eV
LUMO energy: 3.05 eV
Relative energy (zero: lowest compared OMol25 entry of this formula, charge and spin): 1.209 eV